# 1
The following is a quantum chemistry calculation of C53H45N6O2Sn as an isolated structure in a non-equilibrium geometry, from the OMol25 dataset.

Geometry as ORCA input:
```
! wB97M-V def2-TZVPD RIJCOSX def2/J DEFGRID3
* xyz 1 1
H -3.07 -5.76 -1.34
H 2.92 -0.02 -3.64
C 2.69 1.16 2.14
N -0.47 2.94 -2.41
Sn -0.90 0.12 -0.54
H -3.09 -3.15 4.36
H -3.86 -0.27 -2.00
C -0.55 4.96 0.80
C -2.13 -5.58 -0.83
C -1.78 -2.81 2.70
C 1.75 3.81 -2.09
C -1.18 6.19 0.58
H 3.31 -4.30 -5.50
H 3.02 2.06 2.63
C 1.73 -1.06 0.88
H -1.54 0.78 6.52
C -0.60 -4.05 0.24
H 1.84 -3.13 0.46
C 3.43 0.00 2.20
C -0.94 1.96 2.88
H -3.44 1.90 -2.40
N -1.85 -0.71 -2.37
C 2.32 -4.41 -5.06
H -3.16 3.24 2.05
C -0.11 -6.42 0.14
C 0.29 -3.09 4.51
C 1.43 1.41 -2.06
H 1.13 -4.99 1.12
H 3.13 0.33 -1.36
C -1.80 -4.30 -0.42
C 0.56 -2.87 3.16
C -2.52 6.35 0.88
C -1.29 -6.65 -0.56
C 3.57 2.41 -1.47
C 1.89 -3.14 -4.37
N 1.06 0.10 0.76
H 3.93 5.48 -2.59
C -0.26 -2.64 0.73
H 3.47 -2.07 1.61
H 0.55 -7.24 0.39
H -1.23 -3.39 5.99
C -0.66 2.28 5.26
O -1.35 1.75 0.46
C -0.67 2.48 1.48
H 1.36 4.81 -2.24
C -3.23 5.28 1.41
C -1.85 0.37 4.44
H 1.11 -2.18 -0.82
H 1.31 3.24 1.83
H -4.31 -2.86 -2.69
H -1.84 -3.85 -3.18
H -0.61 7.02 0.18
O -1.17 -1.71 0.15
H -2.41 -0.54 4.62
C -0.46 2.70 3.96
C -0.47 -2.72 2.25
N -1.36 1.94 -2.31
C -2.45 3.89 -2.63
C 0.17 -1.90 -3.17
H 0.96 2.80 0.16
H 1.10 -3.21 5.21
C 3.09 3.68 -1.75
C 3.97 4.90 -1.66
H -3.01 7.29 0.70
C 2.72 -2.03 -4.28
H -2.47 -3.47 -0.60
C -2.06 -3.06 4.03
H -4.28 5.40 1.66
C -3.37 -2.34 -2.66
H -0.57 5.06 -2.73
H -3.24 4.60 -2.77
H -2.02 0.20 2.31
H 3.64 5.56 -0.86
H 1.62 -4.69 -5.84
C 2.94 -1.13 1.56
C 0.83 2.49 1.20
C -2.60 4.07 1.64
N -1.22 -1.86 -2.76
C 2.30 -0.90 -3.62
H 0.06 3.64 3.78
H -0.28 2.87 6.09
H -2.59 -2.72 1.98
C 1.52 1.19 1.39
C 2.76 1.31 -1.63
C 0.91 2.71 -2.20
C 1.05 -0.82 -2.96
C -1.02 -3.20 4.95
C -2.56 2.51 -2.43
H 3.69 -2.04 -4.76
N 0.61 0.29 -2.30
C -1.37 1.11 5.50
C -3.15 -1.02 -2.30
H 2.35 -5.24 -4.35
C 1.17 -2.30 0.27
C 0.61 -3.03 -3.85
H 1.60 -2.84 2.85
C 0.22 -5.13 0.54
H 4.59 2.28 -1.11
C -2.12 -2.85 -2.92
H -0.07 -3.85 -4.03
H 4.36 -0.04 2.75
C -1.26 3.89 1.33
H 0.50 4.87 0.56
H 5.01 4.63 -1.47
C -1.63 0.79 3.13
C -1.10 4.13 -2.61
H -1.55 -7.65 -0.87
*
```

Calculated values
- LUMO energy (eV) = -3.1851
- frontier orbital gap (eV) = 6.39
- highest occupied orbital energy (eV) = -9.6
- relative energy (zero: lowest compared OMol25 entry of this formula, charge and spin) (kJ/mol) = 0.0


# 2
The following is a quantum chemistry calculation of one molecule with the formula C4H8N2OS in a non-equilibrium geometry, from the OMol25 dataset.

Geometry as ORCA input:
```
! wB97M-V def2-TZVPD RIJCOSX def2/J DEFGRID3
* xyz 0 1
C 3.06 0.51 0.24
H -1.03 -0.70 -2.53
H -2.92 0.03 1.42
H -3.37 -0.30 -1.28
O 2.62 -0.71 -0.29
S 0.22 0.13 -0.22
H 4.06 0.74 -0.03
C -2.09 0.31 0.65
H -0.99 -1.32 1.30
H 2.34 1.33 0.12
C -1.25 -0.37 -1.54
N -0.87 -0.30 1.09
N 1.26 -1.02 -0.20
H -1.91 1.44 0.70
H 3.19 0.36 1.41
C -2.32 -0.11 -0.82
*
```

Calculated values
- LUMO energy (eV) = 0.8304
- frontier orbital gap (eV) = 8.62
- highest occupied orbital energy (eV) = -7.8
- relative energy (zero: lowest compared OMol25 entry of this formula, charge and spin) (kJ/mol) = 621.1


# 3
The following is a quantum chemistry calculation of a 2-piece molecular cluster, C2H5IO overall in a non-equilibrium geometry, from the OMol25 dataset.

Geometry as ORCA input:
```
! wB97M-V def2-TZVPD RIJCOSX def2/J DEFGRID3
* xyz 0 1
I -1.19 1.84 -0.63
H -1.25 0.11 1.34
C -0.46 0.69 0.88
C 0.59 -0.89 -0.22
H 0.45 1.16 1.41
H -0.16 -0.19 -1.78
O 0.69 -0.36 -1.47
H 1.51 -0.79 0.46
H -0.19 -1.58 0.03
*
```

Calculated values
- LUMO energy (eV) = 0.5834
- frontier orbital gap (eV) = 8.94
- highest occupied orbital energy (eV) = -8.4
- relative energy (zero: lowest compared OMol25 entry of this formula, charge and spin) (kJ/mol) = 255.8


# 4
The following is a quantum chemistry calculation of C26H35N2S2SbSn as an isolated structure, from the OMol25 dataset.

Geometry as ORCA input:
```
! wB97M-V def2-TZVPD RIJCOSX def2/J DEFGRID3
* xyz 2 1
C 2.11 3.14 3.71
C -4.75 -0.44 -0.19
S -1.37 -1.57 2.68
H -1.19 -2.95 -2.74
H 1.21 3.54 4.17
C -4.99 -1.12 1.02
C 1.25 0.95 4.64
C 1.51 -0.85 -2.82
C 0.22 2.92 -4.04
H 2.34 0.41 -4.40
C 2.23 1.66 3.92
C 3.49 -0.40 3.65
C 0.41 -1.14 5.79
H 2.97 3.65 4.14
H 2.84 0.60 -1.91
S -0.74 0.04 -0.15
H 2.09 3.38 2.64
C 4.71 -1.13 3.18
H 2.62 -2.14 4.58
H 1.21 -1.89 -2.68
H -2.90 -2.99 -3.16
C 2.49 -0.41 -1.74
C 2.06 -0.63 -4.22
H -2.33 -1.92 -5.52
H 0.81 3.95 -1.46
H 1.37 -0.95 -5.01
H 3.35 -1.08 -1.77
C -5.81 -0.09 -1.08
C 1.39 -0.41 4.91
H -0.64 -1.99 -5.04
N -6.61 0.19 -1.86
C 0.88 2.86 -1.59
Sn 0.74 -0.45 2.16
H 4.13 1.51 2.93
C -6.32 -1.45 1.42
Sb -0.42 0.22 -2.62
H 0.42 1.50 5.08
C -2.61 -1.11 1.50
H -1.14 2.80 -2.36
H 1.20 2.56 -4.35
H 1.89 2.63 -1.90
H -1.37 -0.45 -5.56
C -2.01 -1.12 -3.59
H -4.10 -1.96 2.77
C -3.92 -1.44 1.84
H -0.52 2.62 -4.78
H 0.68 2.42 -0.61
H 5.49 -1.08 3.95
H 0.26 4.01 -4.05
C -3.46 -0.10 -0.53
N -7.39 -1.69 1.76
H -3.28 0.45 -1.45
H 2.05 -0.48 -0.74
H 0.82 -1.23 6.79
C 2.49 -1.09 4.36
H 0.21 -2.14 5.42
H 4.51 -2.18 3.00
C -1.54 -1.37 -5.00
C -2.39 -0.45 0.29
C 3.34 0.96 3.45
C -0.14 2.47 -2.64
H 2.97 -1.23 -4.33
C -2.11 -2.36 -2.73
H 5.12 -0.68 2.27
H -0.53 -0.59 5.86
H -2.90 -0.51 -3.55
H -2.39 -2.15 -1.70
*
```

Calculated values
- LUMO energy (eV) = -6.9944
- frontier orbital gap (eV) = 7.23
- highest occupied orbital energy (eV) = -14.2


# 5
The following is a quantum chemistry calculation of one molecule with the formula C4H6ClF in a non-equilibrium geometry, from the OMol25 dataset.

Geometry as ORCA input:
```
! wB97M-V def2-TZVPD RIJCOSX def2/J DEFGRID3
* xyz 0 1
H 2.54 -0.54 0.31
C 1.69 -0.23 0.87
C -0.53 -0.05 -0.02
H -1.71 0.92 -1.53
C 0.76 0.31 -0.14
H 1.97 0.47 1.67
C -1.72 0.09 -0.86
F 1.14 -1.39 1.57
H -2.20 -0.84 -1.22
H -2.51 0.49 -0.18
Cl 1.41 1.51 -1.28
H -0.84 -0.75 0.81
*
```

Calculated values
- LUMO energy (eV) = 0.8373
- frontier orbital gap (eV) = 10.19
- highest occupied orbital energy (eV) = -9.4
- relative energy (zero: lowest compared OMol25 entry of this formula, charge and spin) (kJ/mol) = 83.4


# 6
The following is a quantum chemistry calculation of a 2-piece molecular cluster, C4H9BCl2FO2 overall, from the OMol25 dataset.

Geometry as ORCA input:
```
! wB97M-V def2-TZVPD RIJCOSX def2/J DEFGRID3
* xyz -1 1
H -2.36 1.08 0.47
H -2.84 -0.46 -0.25
H -2.34 1.87 -2.11
Cl 3.31 -1.42 1.94
O -0.01 0.36 1.28
H -3.85 1.90 -1.17
B -0.15 -0.41 0.08
C 0.61 -1.63 -0.20
H -3.52 0.57 -2.29
H 3.54 -0.15 0.02
F 0.12 -2.57 -1.16
C -3.06 1.25 -1.57
C -2.33 0.50 -0.46
H 5.04 -0.12 1.03
O -1.01 0.24 -0.86
H 0.34 -0.22 1.96
C 3.96 -0.07 1.02
Cl 3.49 1.51 1.68
H 1.06 -2.21 0.60
*
```

Calculated values
- LUMO energy (eV) = 3.1253
- frontier orbital gap (eV) = 5.11
- highest occupied orbital energy (eV) = -2.0


# 7
The following is a quantum chemistry calculation of C5H7OP as an isolated structure in a non-equilibrium geometry, from the OMol25 dataset.

Geometry as ORCA input:
```
! wB97M-V def2-TZVPD RIJCOSX def2/J DEFGRID3
* xyz 0 1
C -1.95 1.87 0.15
H 1.59 -1.80 0.18
H 1.09 -1.31 -1.32
H -2.68 1.33 0.72
H -0.94 -0.78 -0.02
P -0.38 1.54 -0.24
O 2.41 1.04 0.76
C -0.11 -0.29 0.23
C 1.19 -0.88 -0.29
C 2.06 1.61 -0.39
H 3.23 0.03 -0.76
C 2.25 0.19 -0.35
H -0.10 -0.46 1.29
H -2.35 2.80 -0.16
*
```

Calculated values
- LUMO energy (eV) = -0.0470
- frontier orbital gap (eV) = 8.58
- highest occupied orbital energy (eV) = -8.6
- relative energy (zero: lowest compared OMol25 entry of this formula, charge and spin) (kJ/mol) = 472.8


# 8
The following is a quantum chemistry calculation of one molecule with the formula C4H9NOS in a non-equilibrium geometry, from the OMol25 dataset.

Geometry as ORCA input:
```
! wB97M-V def2-TZVPD RIJCOSX def2/J DEFGRID3
* xyz 0 1
S 0.40 0.75 -0.36
H -0.63 -2.16 1.66
H -0.69 0.71 2.56
H 0.86 -1.14 1.98
H -1.63 1.31 -1.15
N -0.73 1.44 -1.33
C -0.66 -0.37 0.48
C -1.09 -0.05 1.83
H -2.04 -0.30 2.31
C 1.30 -0.30 -1.64
O 1.27 1.85 0.10
H 1.47 -1.15 -1.00
C -0.17 -1.20 1.65
H 2.28 0.26 -1.79
H -0.53 2.42 -1.54
H 0.66 -0.38 -2.51
*
```

Calculated values
- LUMO energy (eV) = 0.7631
- frontier orbital gap (eV) = 8.67
- highest occupied orbital energy (eV) = -7.9
- relative energy (zero: lowest compared OMol25 entry of this formula, charge and spin) (kJ/mol) = 538.1


Please write out number 4 again, unchanged.
The following is a quantum chemistry calculation of C26H35N2S2SbSn as an isolated structure, from the OMol25 dataset.

Geometry as ORCA input:
```
! wB97M-V def2-TZVPD RIJCOSX def2/J DEFGRID3
* xyz 2 1
C 2.11 3.14 3.71
C -4.75 -0.44 -0.19
S -1.37 -1.57 2.68
H -1.19 -2.95 -2.74
H 1.21 3.54 4.17
C -4.99 -1.12 1.02
C 1.25 0.95 4.64
C 1.51 -0.85 -2.82
C 0.22 2.92 -4.04
H 2.34 0.41 -4.40
C 2.23 1.66 3.92
C 3.49 -0.40 3.65
C 0.41 -1.14 5.79
H 2.97 3.65 4.14
H 2.84 0.60 -1.91
S -0.74 0.04 -0.15
H 2.09 3.38 2.64
C 4.71 -1.13 3.18
H 2.62 -2.14 4.58
H 1.21 -1.89 -2.68
H -2.90 -2.99 -3.16
C 2.49 -0.41 -1.74
C 2.06 -0.63 -4.22
H -2.33 -1.92 -5.52
H 0.81 3.95 -1.46
H 1.37 -0.95 -5.01
H 3.35 -1.08 -1.77
C -5.81 -0.09 -1.08
C 1.39 -0.41 4.91
H -0.64 -1.99 -5.04
N -6.61 0.19 -1.86
C 0.88 2.86 -1.59
Sn 0.74 -0.45 2.16
H 4.13 1.51 2.93
C -6.32 -1.45 1.42
Sb -0.42 0.22 -2.62
H 0.42 1.50 5.08
C -2.61 -1.11 1.50
H -1.14 2.80 -2.36
H 1.20 2.56 -4.35
H 1.89 2.63 -1.90
H -1.37 -0.45 -5.56
C -2.01 -1.12 -3.59
H -4.10 -1.96 2.77
C -3.92 -1.44 1.84
H -0.52 2.62 -4.78
H 0.68 2.42 -0.61
H 5.49 -1.08 3.95
H 0.26 4.01 -4.05
C -3.46 -0.10 -0.53
N -7.39 -1.69 1.76
H -3.28 0.45 -1.45
H 2.05 -0.48 -0.74
H 0.82 -1.23 6.79
C 2.49 -1.09 4.36
H 0.21 -2.14 5.42
H 4.51 -2.18 3.00
C -1.54 -1.37 -5.00
C -2.39 -0.45 0.29
C 3.34 0.96 3.45
C -0.14 2.47 -2.64
H 2.97 -1.23 -4.33
C -2.11 -2.36 -2.73
H 5.12 -0.68 2.27
H -0.53 -0.59 5.86
H -2.90 -0.51 -3.55
H -2.39 -2.15 -1.70
*
```

Calculated values
- LUMO energy (eV) = -6.9944
- frontier orbital gap (eV) = 7.23
- highest occupied orbital energy (eV) = -14.2


Q: Number 4 is which compound?
A: C26H35N2S2SbSn


Q: Which value of highest occupied orbital energy does entry 2 give?
A: -7.8 eV